Entry 1:
{
  "formula": "C6H12N2O5",
  "method": "ωB97M-V/def2-TZVPD",
  "species": ["H", "H", "H", "C", "H", "C", "C", "C", "H", "H", "O", "O", "H", "H", "O", "H", "H", "C", "H", "N", "H", "N", "O", "O", "C"],
  "positions_angstrom": [[4.9274, -1.2493, -0.2740], [1.9013, -0.6326, -1.3153], [-2.4201, 1.3641, -1.2483], [-2.7900, -1.3026, -0.1814], [3.4900, 0.3658, 1.4185], [2.8837, -0.4587, 0.5930], [-2.4699, 1.1757, -0.1426], [-1.9079, -0.1088, 0.2735], [2.7416, 1.6687, -0.5653], [-3.7419, 1.1575, -0.0633], [-1.6164, 2.1248, 0.5601], [-4.1034, -1.0449, -0.2949], [-1.1038, -2.4994, -0.0806], [2.2001, -1.3994, 1.1795], [-2.0713, -2.4042, -0.4115], [-1.3041, -0.3227, 1.3479], [-0.5201, 0.6018, -1.2979], [1.7391, -0.0630, -0.3289], [-2.3639, 2.9876, 1.0836], [1.5097, 1.2660, -0.8519], [0.7697, 1.8980, 0.0480], [-0.7110, -0.2816, -0.6165], [0.4067, -1.3039, 1.4001], [4.1219, -0.9232, -0.5808], [0.4326, -0.6156, 0.3489]],
  "atomic_forces_ev_per_a": [[1.845, -0.797, 1.767], [-0.103, -0.032, 1.652], [0.445, -0.423, 0.790], [-4.551, 2.726, 1.112], [-2.226, -2.498, -2.810], [2.184, -1.372, 1.055], [-3.660, 1.768, 0.450], [1.899, -3.204, -0.557], [-4.956, -0.726, -1.447], [3.691, 0.464, 0.756], [-4.716, 4.410, 2.109], [7.238, -2.966, 0.027], [-2.486, 1.201, -0.586], [3.602, 2.244, -1.225], [-0.751, -1.088, 0.348], [-3.219, 1.012, -2.087], [-0.036, -2.811, 2.356], [-0.159, -1.928, -0.276], [3.654, -4.132, -2.602], [2.495, 4.770, 4.998], [3.109, -2.168, -3.283], [3.355, 1.289, 2.680], [-1.196, 2.079, -3.286], [-5.395, 1.995, 1.005], [-0.062, 0.186, -2.948]],
  "nbo_charge": [0.4649, 0.2729, 0.1844, 0.8031, 0.2279, -0.1253, -0.1152, -0.2336, 0.3869, 0.2454, -0.7479, -0.6105, 0.5374, 0.2741, -0.6706, 0.2812, 0.4537, -0.2834, 0.4890, -0.8235, 0.3706, -0.6718, -0.6120, -0.8108, 0.7130],
  "homo_energy_ev": -9.90,
  "charge": 0,
  "lumo_ev": -0.1
}


Entry 2:
{
  "formula": "C4H8N2O",
  "method": "ωB97M-V/def2-TZVPD",
  "species": ["H", "H", "H", "C", "O", "H", "H", "H", "N", "N", "C", "C", "H", "C", "H"],
  "positions_angstrom": [[-1.2836, -1.2798, -1.4795], [-2.1299, 0.0960, 1.0182], [-0.0487, 1.1843, 1.6097], [-0.1504, 0.5437, -1.5461], [-0.2706, 0.7649, -2.7301], [1.8288, 0.7071, -1.4805], [0.1713, -0.4632, 2.2291], [1.2574, -1.2326, 0.1834], [1.0390, 0.5941, -0.8668], [-1.2573, 0.4556, -0.6939], [-1.2140, -0.2730, 0.5844], [1.2294, -0.1106, 0.3872], [-1.3268, -1.3773, 0.6292], [0.0434, 0.1337, 1.3226], [2.1817, 0.2264, 0.8269]],
  "atomic_forces_ev_per_a": [[-0.451, 1.660, 0.179], [-0.120, -0.004, 0.899], [0.306, -0.001, -0.044], [0.606, 0.781, 0.321], [0.231, -0.115, 0.021], [0.149, -0.033, 0.019], [-0.054, 0.084, -0.019], [0.302, 1.107, 0.375], [0.231, 0.052, -0.271], [-1.137, -3.411, -1.434], [-0.177, 0.354, 0.621], [-0.024, -0.939, 0.037], [0.278, 0.624, -0.740], [0.248, 0.138, 0.157], [-0.386, -0.296, -0.121]],
  "nbo_charge": [0.1561, 0.2138, 0.2161, 0.7022, -0.6050, 0.4036, 0.2222, 0.1738, -0.6367, -0.3442, -0.2794, -0.2135, 0.2027, -0.4275, 0.2157],
  "homo_energy_ev": [-9.79, -9.75],
  "charge": 0,
  "lumo_ev": [-0.9, -1.3]
}


Entry 3:
{
  "formula": "C5H7GaO4",
  "method": "ωB97M-V/def2-TZVPD",
  "species": ["H", "H", "Ga", "C", "C", "O", "C", "H", "H", "C", "H", "O", "C", "O", "O", "H", "H"],
  "positions_angstrom": [[0.1540, 1.5130, 0.6218], [0.8471, -1.1002, -0.3630], [-1.4000, -2.6469, 1.2974], [-2.2498, -0.6884, 0.6139], [2.8572, 1.1115, -0.4629], [-1.2391, -1.4829, -0.0752], [-0.2319, 0.4938, 0.7433], [1.2396, 1.9107, -1.4543], [-3.1047, -0.4996, -0.0614], [0.0305, -0.3800, -0.4786], [0.1690, 0.0089, 1.6489], [-1.6410, 0.5707, 0.8361], [1.8171, 0.9919, -1.3142], [-2.5651, -1.3435, 1.7442], [3.7136, 1.1302, 0.3019], [2.0388, 0.3972, -2.2060], [-0.4352, 0.0137, -1.3920]],
  "atomic_forces_ev_per_a": [[-0.189, -0.148, 0.308], [0.030, 0.368, -0.911], [0.227, -3.317, 2.486], [-1.132, 2.980, -0.641], [3.865, -0.146, 3.623], [2.019, 2.487, -2.580], [-0.498, -0.395, 0.190], [-0.275, -0.258, 0.131], [0.262, -0.281, 0.325], [-3.116, -1.876, 2.017], [0.282, 0.359, -0.198], [0.256, 0.013, -0.445], [0.157, 1.272, -2.199], [0.137, -0.407, 0.036], [-2.499, 0.067, -2.254], [-0.302, -0.260, 0.172], [0.778, -0.458, -0.062]],
  "nbo_charge": [0.2339, 0.2534, 1.4963, 0.5621, 0.8014, -0.7143, -0.1432, 0.3254, 0.2143, -0.1087, 0.2095, -0.4715, -0.3490, -0.7824, -0.1305, 0.3307, 0.2726],
  "homo_energy_ev": [-18.92, -17.83],
  "charge": 2,
  "lumo_ev": [-10.5, -13.2]
}


Entry 4:
{
  "formula": "H12NO9",
  "method": "ωB97M-V/def2-TZVPD",
  "species": ["O", "O", "O", "O", "H", "H", "O", "H", "H", "H", "H", "O", "O", "H", "H", "N", "H", "H", "O", "O", "H", "H"],
  "positions_angstrom": [[-0.6144, 0.4437, -1.0917], [0.5646, 2.8733, -1.5198], [0.4431, -0.9716, 0.1198], [-1.8429, 0.3755, 2.9489], [-1.8049, 0.5677, -2.5298], [1.7311, 0.7390, 1.6003], [2.6630, 0.8747, 2.0218], [-1.7762, 0.6989, 3.8669], [0.1546, 2.1351, -1.1177], [0.5548, -1.4008, -3.1839], [0.6351, -1.8092, -1.9246], [-2.3115, 0.5701, -3.3475], [0.3182, -2.2138, -2.7354], [3.0602, 0.1559, 1.6666], [-0.0897, -2.2678, 1.4637], [-0.2188, 0.0792, 0.0699], [1.4473, 3.1225, -1.1320], [0.5131, -2.4758, 2.9250], [0.1269, -2.8772, 2.0800], [0.0285, 0.9919, 0.9349], [-0.9988, 0.6678, 2.4614], [-2.5831, -0.2793, -3.5767]],
  "atomic_forces_ev_per_a": [[-1.125, -0.490, 2.032], [2.212, 2.679, -0.970], [-1.291, -0.732, 0.874], [1.386, 0.623, -0.084], [0.006, -0.476, 0.147], [1.599, 0.801, 1.130], [-4.124, 2.762, 0.454], [0.150, -0.184, -0.797], [-0.358, -1.415, 1.097], [-0.409, 0.162, -1.558], [-0.354, -0.826, 1.647], [0.305, 2.665, -0.102], [0.595, 0.667, -0.027], [2.476, -3.553, -1.549], [-0.679, 3.640, -2.758], [4.252, 2.209, -3.043], [-1.785, -0.981, -0.249], [-1.088, -0.398, -2.407], [1.851, -3.463, 5.349], [-1.618, -1.017, 0.052], [-1.612, -0.430, 0.895], [-0.388, -2.240, -0.132]],
  "nbo_charge": [-0.5483, -0.9779, -0.5093, -0.9795, 0.5027, 0.4938, -0.9706, 0.4564, 0.4933, 0.4571, 0.4812, -0.9719, -0.9441, 0.4487, 0.4828, 0.7137, 0.4665, 0.4692, -0.9615, -0.5623, 0.5001, 0.4601],
  "homo_energy_ev": -6.99,
  "charge": -1,
  "lumo_ev": 3.0
}


The records above yield maximum force values of 7.82, 3.87, 5.30, 6.64 eV/Å, respectively.
The records above yield energy above the lowest of the compared OMol25 structures with the same formula, charge and spin values of 1023.19, 497.75, 0.00, 166.74 kJ/mol, respectively.